[1]
{
  "formula": "C8H11NO",
  "method": "ωB97M-V/def2-TZVPD",
  "elements": ["C", "C", "C", "C", "C", "C", "C", "C", "N", "O", "H", "H", "H", "H", "H", "H", "H", "H", "H", "H", "H"],
  "positions_angstrom": [[-0.39519, -0.55894, -1.75672], [1.75367, -0.06202, -0.42607], [-1.03816, -0.79371, -0.38529], [1.05414, 0.03753, 0.67262], [-0.96726, 2.47227, 0.65651], [1.12987, -0.64239, -1.64649], [-0.27618, -0.54815, 0.72598], [-0.74282, -0.93352, 2.07930], [-0.12484, 2.58696, -0.15225], [-1.72526, 2.52670, 1.53610], [-0.79382, -1.27757, -2.37406], [2.78788, 0.35069, -0.51739], [-2.09140, -0.95090, -0.31912], [1.52631, 0.35363, 1.65203], [1.35301, -1.66567, -1.39739], [1.70910, -0.23018, -2.57024], [-0.69760, -0.23899, 2.96685], [0.03389, -1.71093, 2.30651], [-1.70853, -1.40963, 1.97278], [-0.75934, 0.54882, -2.03881], [-0.02745, 2.14597, -0.98485]],
  "atomic_forces_ev_per_a": [[-0.2, 4.0, 2.5], [1.3, 1.9, -1.1], [2.7, 1.1, 0.8], [0.7, -0.5, 2.2], [-1.9, 0.4, 1.9], [0.9, 0.7, -1.3], [-1.8, 0.5, -0.8], [0.9, -0.8, 1.0], [1.6, 1.8, 0.4], [-0.4, -0.3, 0.4], [-0.7, -1.3, -2.0], [-0.9, -0.6, 0.2], [-0.5, -0.6, 0.1], [-0.7, -0.2, -1.3], [0.2, -1.1, -1.1], [-1.2, -1.2, 1.4], [-0.1, -0.2, -1.3], [-0.9, 0.2, 0.4], [-0.2, -0.1, 0.5], [0.7, -2.3, -0.1], [0.5, -1.5, -2.7]],
  "mulliken_charge": [-0.64, -0.47, -0.59, -0.35, 0.63, -0.53, 0.98, -1.53, -0.47, -0.46, 0.46, 0.35, 0.38, 0.26, 0.29, 0.29, 0.29, 0.34, 0.38, 0.07, 0.32],
  "max_force_ev_per_a": 4.74,
  "orbital_gap_ev": 9.1518,
  "lumo_energy_ev": 0.8514,
  "relative_energy_kcal_mol": 55.4,
  "total_charge": 0,
  "smiles": "CC1=CCCC=C1.N=C=O"
}

=====

[2]
{
  "formula": "C17H21N3O2S",
  "method": "ωB97M-V/def2-TZVPD",
  "elements": ["O", "N", "O", "S", "C", "C", "C", "C", "C", "C", "C", "C", "C", "C", "N", "N", "C", "C", "C", "C", "C", "C", "C", "H", "H", "H", "H", "H", "H", "H", "H", "H", "H", "H", "H", "H", "H", "H", "H", "H", "H", "H", "H", "H"],
  "positions_angstrom": [[-1.26090, 1.39150, 1.88255], [1.79453, 2.80015, 1.82501], [2.25782, 4.01557, 1.28629], [0.56420, 6.21532, -1.48129], [-0.04082, 1.35788, 1.81310], [0.74235, 2.48739, 1.23370], [1.70465, 5.68803, -0.25585], [-1.39102, 4.90402, -2.77807], [-2.26404, 3.82308, -3.05526], [1.52435, 4.53088, 0.42605], [-0.65970, 5.01820, -1.62203], [0.39676, 3.58963, 0.21244], [-2.46068, 2.78730, -2.10190], [-0.59987, 3.87574, -0.65700], [0.41056, 0.23962, 2.55904], [1.62907, -2.53461, 1.79368], [-1.74214, 2.80713, -0.73876], [0.21667, -3.32196, -0.22921], [4.01997, -2.52399, 1.96481], [1.38743, -2.48139, 0.37865], [2.76004, -3.39973, 2.30246], [-0.33138, -1.06875, 2.47928], [0.61071, -2.27068, 2.90602], [2.56630, 6.25755, -0.01093], [-1.47067, 5.64142, -3.56561], [-2.69007, 3.89596, -4.00769], [-3.04132, 1.94085, -2.18062], [1.40529, 0.05472, 2.31590], [-2.44002, 3.00596, 0.04702], [-1.29535, 1.82494, -0.67465], [0.35161, -4.45493, -0.18175], [-0.62906, -3.16918, 0.38345], [0.25211, -2.97299, -1.25692], [4.52321, -2.99363, 1.14765], [3.73321, -1.53294, 1.63557], [4.72663, -2.48202, 2.81337], [2.31748, -2.76978, -0.05481], [1.17481, -1.52416, 0.02886], [2.73155, -3.63664, 3.33794], [2.77938, -4.34445, 1.77044], [-1.11280, -0.98813, 3.19906], [-0.74751, -1.09984, 1.47616], [0.98249, -2.14638, 3.87354], [-0.10203, -3.15286, 3.04409]],
  "atomic_forces_ev_per_a": [[-0.4, 1.7, -1.6], [2.0, 0.8, 0.6], [5.3, -1.7, 5.1], [0.9, 1.5, 0.1], [-3.0, -2.8, 2.5], [-2.0, 0.8, -1.8], [-0.8, -1.7, 0.8], [0.0, 0.7, 1.1], [-0.4, -3.6, 4.1], [-4.9, 0.9, -4.7], [0.6, -2.0, -0.1], [0.2, 0.9, 0.1], [2.1, 4.4, -1.3], [-1.5, -1.9, -0.3], [4.0, 0.4, -2.1], [-0.5, -0.4, 4.3], [0.9, 1.6, -2.5], [2.5, -1.6, 0.5], [0.2, -1.3, 1.0], [-1.0, -2.4, 1.1], [0.1, 2.5, -2.6], [1.5, 0.8, 0.8], [-2.6, -0.6, -4.8], [0.4, 0.9, -0.3], [0.8, 0.5, 0.3], [-1.0, -0.6, -1.1], [-1.5, -1.5, -0.9], [-0.6, 0.0, 0.6], [-0.5, -0.2, 0.7], [0.0, -0.2, 0.7], [0.3, 1.4, -0.2], [-1.4, 0.7, 0.0], [-1.1, -0.3, -0.2], [0.7, -0.2, -0.6], [-0.1, 0.1, 0.3], [-0.3, 0.1, -0.4], [0.7, -0.2, -0.6], [-0.2, 2.2, -0.2], [-0.6, 0.2, 0.9], [0.1, -0.3, -0.2], [-0.8, -0.1, 0.3], [-0.1, -0.7, 0.0], [1.4, 0.6, 1.2], [0.6, 0.8, -0.4]],
  "mulliken_charge": [-0.56, -0.58, -0.22, -0.34, 0.24, 0.41, -0.70, -0.37, -0.52, -0.14, 0.26, 0.42, -0.84, 1.00, -0.29, 0.20, -0.50, -1.17, -0.99, -0.80, -0.64, -0.52, -0.97, 0.47, 0.32, 0.41, 0.46, 0.26, 0.42, 0.24, 0.26, 0.30, 0.38, 0.32, 0.28, 0.33, 0.55, 0.32, 0.38, 0.36, 0.40, 0.22, 0.54, 0.39],
  "max_force_ev_per_a": 7.49,
  "orbital_gap_ev": 5.9915,
  "lumo_energy_ev": -0.6587,
  "relative_energy_kcal_mol": 193.7,
  "total_charge": 0,
  "smiles": "CCN(CC)CCNC(=O)c1noc2c1=C1CC=CC=C1SC=2"
}